Entry 1:
16
Properties=species:S:1:pos:R:3 method="wB97M-V/def2-TZVPD" max_force_ev_per_a=4.7 energy_ha=-645.63335 gap_ha=0.325 homo_ev=-8.397 de_lowest_kcal_mol=129.94
C -1.96 -0.90 -0.62
C 2.34 0.88 0.75
C -1.62 -0.68 -1.89
N 0.05 1.16 0.53
N 1.10 0.48 0.73
O -0.64 0.18 -2.31
P 0.52 -1.10 1.26
H -2.89 -1.54 -0.55
H -1.90 -0.02 0.08
H 3.06 0.15 1.03
H 2.58 1.75 0.34
H -1.92 -1.32 -2.74
H 0.28 2.12 0.52
H -0.12 0.58 -1.52
H -0.42 -0.46 2.13
H 1.53 -1.29 2.28

---

Entry 2:
11
Properties=species:S:1:pos:R:3 method="wB97M-V/def2-TZVPD" max_force_ev_per_a=5.8 energy_ha=-1137.50571 smiles=FCCC(Cl)Cl gap_ha=0.422 homo_ev=-10.611 de_lowest_kcal_mol=31.91
F 1.54 0.89 -0.47
C 1.34 -0.32 0.02
C -0.16 -0.51 0.34
C -1.12 0.54 -0.46
Cl -0.70 2.26 0.13
Cl -2.79 0.15 -0.13
H 1.77 -0.25 1.09
H 1.74 -1.15 -0.45
H -0.52 -1.43 0.09
H -0.33 -0.58 1.33
H -0.77 0.41 -1.50

---

Entry 3:
20
Properties=species:S:1:pos:R:3 method="wB97M-V/def2-TZVPD" max_force_ev_per_a=1.6 energy_ha=-382.31683 gap_ha=0.229 homo_ev=-6.072 de_lowest_kcal_mol=116.53
C -0.27 -0.64 -0.83
C -1.49 0.89 1.39
C 1.57 -0.22 0.83
N -0.56 1.27 0.34
C 0.80 0.23 -0.39
N -0.54 -1.81 -0.22
C 1.53 0.78 -1.45
O -0.92 -0.38 -1.97
H -1.21 -1.20 -2.41
H -1.03 1.71 -0.44
H -0.11 -2.00 0.67
H -1.40 -2.31 -0.42
H -2.19 0.06 1.14
H -0.95 0.59 2.29
H -2.13 1.74 1.68
H 0.94 -0.43 1.70
H 2.17 -1.11 0.61
H 2.24 0.59 1.12
H 1.07 0.99 -2.40
H 2.48 1.25 -1.24

---

Entry 4:
68
Properties=species:S:1:pos:R:3 method="wB97M-V/def2-TZVPD" max_force_ev_per_a=1.7 energy_ha=-1396.93782 total_charge=-1 gap_ha=0.199 homo_ev=-3.266 de_lowest_kcal_mol=11.00
C 0.04 -0.34 0.67
C -0.42 -1.20 -0.54
O -0.70 -2.52 -0.39
H -0.54 -0.50 1.58
H 0.05 0.73 0.41
H 1.02 -0.76 0.95
H 0.33 -1.03 -1.33
H -1.37 -0.69 -0.83
C 1.30 2.27 -5.44
O 2.39 1.81 -5.73
N 0.51 1.83 -4.45
C -0.79 2.43 -4.18
C 0.92 0.77 -3.56
H 0.82 3.13 -5.94
H -1.64 1.83 -4.53
H -0.83 3.44 -4.57
H -0.88 2.45 -3.09
H 0.75 1.04 -2.51
H 0.26 -0.10 -3.67
H 1.91 0.36 -3.73
C 3.94 3.18 1.34
O 4.84 3.21 2.15
N 2.63 3.39 1.57
C 1.65 3.26 0.52
C 2.16 3.67 2.90
H 4.12 2.99 0.26
H 0.86 2.58 0.86
H 2.02 2.93 -0.44
H 1.08 4.19 0.42
H 1.56 2.84 3.28
H 3.01 3.82 3.57
H 1.59 4.60 2.99
C -2.54 -4.51 5.18
O -3.16 -4.90 6.15
N -2.94 -3.52 4.36
C -4.15 -2.80 4.59
C -2.02 -3.00 3.33
H -1.58 -4.94 4.86
H -4.88 -3.39 5.14
H -4.51 -2.45 3.62
H -3.99 -1.90 5.20
H -1.06 -3.51 3.38
H -2.40 -3.12 2.32
H -1.84 -1.97 3.63
C -5.76 -1.40 -2.24
O -6.97 -1.23 -2.27
N -4.87 -0.62 -2.88
C -3.43 -0.82 -2.83
C -5.25 0.62 -3.49
H -5.30 -2.24 -1.71
H -3.04 -1.55 -2.11
H -2.95 0.11 -2.51
H -3.03 -1.19 -3.78
H -4.84 1.49 -2.97
H -4.88 0.75 -4.52
H -6.33 0.73 -3.55
C 5.39 -2.33 1.28
O 4.80 -3.29 0.85
N 5.01 -1.04 1.16
C 5.86 0.03 1.60
C 3.67 -0.69 0.74
H 6.35 -2.43 1.81
H 6.72 -0.22 2.22
H 5.34 0.73 2.26
H 6.17 0.60 0.72
H 3.05 -1.51 0.39
H 3.16 -0.19 1.57
H 3.61 0.08 -0.04

---

Entry 5:
193
Properties=species:S:1:pos:R:3 method="wB97M-V/def2-TZVPD" max_force_ev_per_a=10.5 energy_ha=-3354.76340 gap_ha=0.288 homo_ev=-7.413 de_lowest_kcal_mol=986.30
C -2.92 -2.16 -2.55
C -2.72 -0.95 -3.45
C -1.30 -0.48 -3.53
O -3.27 -1.25 -4.74
H -3.95 -2.27 -2.23
H -2.26 -2.04 -1.69
H -2.78 -3.06 -3.15
H -3.28 -0.05 -3.19
H -1.27 -0.13 -2.49
H -1.01 0.30 -4.24
H -0.61 -1.28 -3.78
H -3.16 -0.47 -5.28
C 1.01 1.48 -4.33
C 0.99 2.85 -3.73
C 1.10 3.92 -4.79
O -0.21 2.88 -3.02
H 0.85 0.64 -3.66
H 1.96 1.15 -4.74
H 0.31 1.29 -5.15
H 1.88 2.90 -3.11
H 0.19 3.95 -5.39
H 1.95 3.72 -5.45
H 1.40 4.94 -4.54
H 0.04 2.81 -2.09
C -4.17 -1.20 0.20
C -5.48 -1.15 -0.61
C -6.68 -0.46 0.16
O -5.16 -0.55 -1.74
H -3.77 -0.23 0.49
H -3.34 -1.72 -0.30
H -4.35 -1.73 1.13
H -5.80 -2.17 -0.83
H -7.19 -1.37 0.44
H -7.41 0.09 -0.43
H -6.45 0.13 1.05
H -5.73 0.23 -1.81
C -2.52 5.67 -3.83
O -1.49 5.46 -2.98
C -0.78 6.57 -2.60
C 0.33 6.02 -1.67
N 1.19 5.09 -2.39
C 2.39 4.59 -1.68
C 2.20 3.42 -0.64
O 1.35 3.96 0.46
C 1.12 2.96 1.53
H -2.32 6.19 -4.77
H -3.24 6.25 -3.25
H -2.96 4.69 -3.97
H -1.46 7.31 -2.17
H -0.25 7.18 -3.33
H 0.02 5.58 -0.72
H 0.95 6.86 -1.36
H 0.49 4.41 -2.66
H 2.86 5.32 -1.01
H 3.09 4.23 -2.44
H 3.14 2.98 -0.30
H 1.67 2.60 -1.12
H 0.54 3.41 2.34
H 2.06 2.55 1.89
H 0.53 2.15 1.09
C 5.29 -3.66 1.77
O 4.09 -3.39 1.07
C 3.87 -2.20 0.44
C 2.41 -2.16 0.09
N 2.10 -2.71 -1.22
C 0.77 -2.97 -1.71
C 0.71 -3.61 -3.08
O 1.12 -4.87 -3.18
C 0.28 -5.73 -3.95
H 5.67 -4.68 1.68
H 5.19 -3.32 2.80
H 6.05 -2.95 1.45
H 4.40 -2.22 -0.52
H 4.19 -1.33 1.00
H 2.05 -1.15 0.27
H 1.87 -2.69 0.88
H 2.54 -3.61 -1.12
H 0.21 -2.04 -1.74
H 0.09 -3.47 -1.01
H 1.11 -2.99 -3.88
H -0.35 -3.68 -3.31
H -0.76 -5.67 -3.63
H 0.61 -6.76 -4.04
H 0.21 -5.52 -5.02
C 0.50 -2.84 1.46
O -0.63 -2.03 1.80
C -1.94 -2.66 1.83
C -2.04 -4.09 2.40
N -1.71 -4.23 3.83
C -2.62 -3.54 4.75
C -4.10 -3.86 4.50
O -4.31 -5.24 4.66
C -5.60 -5.67 4.17
H 1.37 -2.24 1.18
H 0.24 -3.44 0.59
H 0.85 -3.62 2.12
H -2.40 -2.68 0.85
H -2.57 -2.04 2.46
H -1.37 -4.81 1.92
H -3.01 -4.48 2.09
H -1.41 -5.16 4.11
H -2.42 -2.48 4.58
H -2.36 -3.82 5.76
H -4.37 -3.65 3.47
H -4.69 -3.14 5.05
H -5.70 -5.88 3.11
H -6.34 -4.91 4.44
H -5.87 -6.53 4.78
C 4.25 -0.77 2.56
C 5.61 -0.97 3.21
C 6.76 0.00 3.06
O 7.02 0.38 1.67
C 8.22 1.10 1.48
N 5.26 -1.17 4.64
H 3.62 -1.65 2.74
H 4.30 -0.79 1.47
H 3.77 0.17 2.82
H 6.10 -1.89 2.88
H 7.64 -0.40 3.56
H 6.29 0.84 3.58
H 8.38 1.20 0.41
H 9.04 0.57 1.96
H 8.09 2.02 2.05
H 4.55 -1.88 4.75
H 4.81 -0.28 4.81
C -1.45 0.20 3.12
C -0.24 -0.16 4.02
C -0.75 -1.02 5.15
O -1.29 -0.32 6.25
C -2.70 -0.38 6.39
N 0.72 -0.85 3.22
H -1.72 -0.69 2.55
H -1.26 0.95 2.36
H -2.33 0.70 3.54
H 0.09 0.77 4.47
H 0.14 -1.52 5.53
H -1.41 -1.82 4.82
H -2.99 0.12 7.32
H -3.21 -1.34 6.37
H -3.22 0.35 5.76
H 0.19 -1.45 2.60
H 1.20 -0.09 2.75
C -0.79 1.15 -1.15
C -0.66 -0.13 -0.32
C 0.38 0.15 0.79
O 1.75 0.30 0.26
C 2.70 0.22 1.36
N -1.88 -0.61 0.18
H 0.15 1.19 -1.69
H -0.74 2.12 -0.65
H -1.51 1.16 -1.97
H -0.31 -1.00 -0.87
H 0.32 -0.69 1.48
H -0.01 0.97 1.40
H 2.95 1.16 1.86
H 3.65 -0.08 0.91
H 2.40 -0.63 1.96
H -2.34 -1.05 -0.60
H -1.73 -1.39 0.80
C -2.29 2.95 -1.93
C -3.54 2.08 -1.51
C -4.88 2.37 -2.26
O -5.87 1.70 -1.46
C -7.24 2.03 -1.79
N -3.17 0.67 -1.44
H -1.76 2.85 -2.87
H -1.60 3.00 -1.09
H -2.67 3.97 -2.00
H -3.89 2.43 -0.54
H -4.92 2.10 -3.31
H -5.11 3.43 -2.13
H -7.84 2.26 -0.92
H -7.64 1.11 -2.21
H -7.16 2.97 -2.33
H -4.03 0.16 -1.29
H -2.59 0.43 -0.65
C 4.78 0.78 -2.86
C 3.66 0.75 -1.88
C 3.80 1.75 -0.70
O 4.84 1.28 0.24
C 5.34 2.20 1.20
N 2.40 1.08 -2.60
H 5.76 0.50 -2.46
H 4.86 1.82 -3.16
H 4.51 0.13 -3.69
H 3.69 -0.21 -1.37
H 2.93 1.68 -0.05
H 3.88 2.78 -1.05
H 6.20 1.70 1.65
H 4.57 2.29 1.97
H 5.62 3.19 0.84
H 1.59 0.74 -2.11
H 2.39 0.68 -3.53

---

Entry 6:
75
Properties=species:S:1:pos:R:3 method="wB97M-V/def2-TZVPD" max_force_ev_per_a=2.2 energy_ha=-6438.36982 gap_ha="0.227 / 0.227" homo_ev="-7.831 / -7.831" de_lowest_kcal_mol=11.66
Ce -1.21 1.72 -0.31
O -3.44 1.67 6.02
C -2.92 1.46 4.80
C -3.58 0.74 3.80
C -2.94 0.54 2.59
N -1.73 1.03 2.31
C -1.14 1.73 3.27
Br 0.60 2.35 2.80
C -1.65 1.97 4.52
H -4.34 1.33 6.07
H -4.57 0.34 3.95
H -3.43 -0.02 1.79
H -1.12 2.54 5.26
C 0.95 -1.64 2.17
C 1.71 -1.45 0.85
C 2.72 -2.57 0.61
C 2.37 -0.09 0.83
C 3.38 0.23 1.73
C 3.95 1.49 1.75
C 3.49 2.46 0.87
C 2.47 2.19 -0.03
C 1.92 3.26 -0.95
C 1.94 4.66 -0.33
C 2.64 3.24 -2.30
C 1.92 0.89 -0.07
N 0.84 0.63 -0.94
C 1.06 0.04 -2.12
C 2.30 -0.38 -2.65
C 2.41 -0.94 -3.90
C 1.29 -1.16 -4.70
C 0.05 -0.78 -4.22
C -0.04 -0.20 -2.98
F -1.31 0.17 -2.51
H 0.47 -2.61 2.19
H 0.19 -0.87 2.26
H 1.63 -1.57 3.02
H 0.97 -1.47 0.04
H 3.48 -2.58 1.38
H 3.19 -2.45 -0.36
H 2.21 -3.54 0.63
H 3.73 -0.50 2.44
H 4.72 1.73 2.46
H 3.91 3.45 0.93
H 0.84 3.02 -1.16
H 2.95 5.06 -0.28
H 1.52 4.63 0.67
H 1.34 5.33 -0.94
H 3.71 3.43 -2.16
H 2.23 4.01 -2.95
H 2.52 2.27 -2.78
H 3.19 -0.23 -2.05
H 3.38 -1.22 -4.28
H 1.39 -1.60 -5.68
H -0.85 -0.93 -4.80
S -1.89 4.01 1.11
Sb -3.41 3.72 -0.72
S -4.00 1.44 -0.33
S -1.78 3.45 -2.42
S -5.07 5.24 -1.00
N -1.59 -0.77 0.15
C -2.14 -1.70 -0.27
N -2.79 -2.72 -0.77
C -3.21 -3.80 0.11
C -2.09 -4.84 0.19
O -1.73 -5.29 -1.10
C -1.29 -4.23 -1.93
C -2.39 -3.18 -2.09
H -4.11 -4.24 -0.34
H -3.44 -3.40 1.09
H -2.42 -5.73 0.73
H -1.22 -4.40 0.70
H -1.05 -4.69 -2.89
H -0.39 -3.76 -1.51
H -3.27 -3.61 -2.57
H -2.03 -2.33 -2.68

---

Entry 7:
12
Properties=species:S:1:pos:R:3 method="wB97M-V/def2-TZVPD" max_force_ev_per_a=8.3 energy_ha=-455.64228 smiles="CC(=O)C(=O)C(=O)O" gap_ha=0.322 homo_ev=-10.354 de_lowest_kcal_mol=107.14
C 0.63 0.20 -1.93
C 0.39 1.06 -0.81
O 0.18 2.26 -0.77
C 0.32 0.15 0.45
O 1.53 -0.11 1.03
C -0.89 -0.87 0.59
O -1.45 -1.64 -0.33
O -0.85 -0.84 1.95
H 1.49 -0.45 -1.95
H -0.05 -0.53 -2.21
H 0.37 0.77 -2.77
H 0.04 -0.44 2.13

---

Entry 8:
16
Properties=species:S:1:pos:R:3 method="wB97M-V/def2-TZVPD" max_force_ev_per_a=3.0 energy_ha=-1029.65917 smiles=C#C[C@@]1(S)CC[C@H]1S gap_ha=0.357 homo_ev=-9.050 de_lowest_kcal_mol=82.77
C 0.88 2.75 0.20
C 0.71 1.57 -0.02
C 0.62 0.11 -0.07
S 2.04 -0.52 -1.05
C 0.25 -0.66 1.21
C -0.77 -1.48 0.41
C -0.67 -0.46 -0.79
S -2.12 0.62 -0.76
H 1.01 3.77 0.24
H 3.11 0.46 -0.62
H 1.10 -1.28 1.68
H -0.19 0.01 1.95
H -0.49 -2.49 0.13
H -1.88 -1.36 0.75
H -0.62 -0.68 -1.89
H -2.98 -0.37 -1.37

---

Entry 9:
51
Properties=species:S:1:pos:R:3 method="wB97M-V/def2-TZVPD" max_force_ev_per_a=0.9 energy_ha=-1357.09988 total_charge=+2 s_squared=2.019 multiplicity=3 gap_ha="0.271 / 0.243" homo_ev="-14.636 / -14.694" de_lowest_kcal_mol=0.00
W 0.18 0.12 -0.31
O 0.85 -1.52 0.60
N 1.14 -2.61 -0.09
N 0.87 -2.48 -1.29
O 0.32 -1.34 -1.71
C 1.08 -3.54 -2.26
C 0.52 -3.39 -3.52
C 0.72 -4.41 -4.43
C 1.46 -5.53 -4.08
C 2.01 -5.64 -2.81
C 1.83 -4.64 -1.88
H -0.06 -2.52 -3.78
H 0.29 -4.33 -5.42
H 1.61 -6.32 -4.80
H 2.59 -6.52 -2.54
H 2.26 -4.71 -0.89
C -4.09 -0.36 1.11
C -2.73 0.07 0.68
N -1.81 -0.71 0.21
O -2.04 -2.03 0.03
C -2.19 1.46 0.83
C -2.66 2.49 1.77
N -1.16 1.53 0.07
O 0.07 2.07 0.22
H -4.59 -0.91 0.30
H -4.71 0.50 1.34
H -4.04 -1.00 1.99
H -2.93 -2.26 0.35
H -3.34 2.08 2.52
H -3.19 3.27 1.22
H -1.81 2.96 2.27
C 2.78 3.90 -2.01
N 2.43 2.48 -2.00
C 1.42 2.04 -2.96
C 2.82 1.65 -1.04
O 2.09 0.62 -0.74
N 3.97 1.80 -0.38
C 4.20 1.04 0.85
C 5.15 2.41 -1.00
H 1.88 4.47 -2.20
H 3.52 4.14 -2.78
H 3.16 4.19 -1.04
H 1.47 2.68 -3.83
H 0.41 2.12 -2.54
H 1.61 1.01 -3.27
H 3.27 0.97 1.42
H 4.93 1.58 1.45
H 4.57 0.04 0.64
H 5.00 2.50 -2.07
H 5.99 1.75 -0.83
H 5.37 3.39 -0.57